(1)
61
Properties=species:S:1:pos:R:3:forces:R:3 method="wB97M-V/def2-TZVPD" e_above_lowest_kj_mol=0.0 energy_ha=-1369.9135 total_charge=-1 max_force_ev_per_a=1.3
Pb -1.42288 -0.01805 0.95021 0.00 1.28 -0.03
O -3.09832 0.72224 2.04552 0.18 0.13 0.08
O 3.10137 -3.28256 0.99209 -0.77 0.10 -0.34
N 1.30103 -3.68743 -0.28114 -0.58 -0.41 0.04
C -0.63656 -2.59907 -3.34826 0.25 0.09 -0.04
C 1.72744 -2.54997 -2.83942 -0.22 0.13 -0.24
C 0.41216 -2.82643 -2.44815 0.19 0.04 -0.32
C 2.05391 -2.85405 0.50875 0.60 -0.07 0.13
C -0.65498 2.12619 -1.75716 -0.19 -0.42 -0.08
C 1.98787 -1.99605 -4.10147 -0.39 -0.19 0.20
C 1.69931 2.04040 0.58216 0.01 -0.42 0.59
C 0.93095 -1.73115 -4.97717 0.00 -0.07 0.18
C 0.89741 1.20251 2.56828 -0.24 -0.34 -0.55
C -3.28529 2.06745 2.44388 0.45 -0.24 -0.38
C -1.89088 0.19236 -1.74703 0.20 0.24 0.04
C -2.70166 1.24458 -1.19809 0.31 0.16 -0.14
C -4.61708 2.54790 1.90628 -0.38 0.11 -0.06
C -0.61774 0.74911 -2.06562 -0.38 0.16 -0.17
C -3.14861 2.16747 3.94980 -0.07 -0.01 0.39
C 3.60749 -0.17042 0.18889 -0.01 -0.23 0.12
C 3.13531 -0.78905 2.58262 0.29 -0.18 -0.18
C -1.92724 2.43791 -1.22571 -0.13 -0.46 0.06
C 1.73619 0.91270 1.44372 -0.39 0.70 -0.25
C 1.50028 -1.44997 0.75127 0.43 -0.46 -0.11
C -0.38416 -2.03245 -4.59916 0.11 -0.17 0.16
C 0.86587 3.02242 1.16815 -0.10 -0.30 0.52
C 0.10366 -3.38938 -1.07072 0.15 -0.02 0.38
C 2.51034 -0.36969 1.23970 -0.39 -0.02 0.16
C 0.36795 2.51089 2.39494 0.07 0.21 -0.64
H 2.36268 -0.99327 3.33745 0.21 0.11 -0.18
H 3.72475 -1.69744 2.43047 -0.05 0.16 0.22
H -0.26867 3.03848 3.10289 0.14 -0.11 -0.18
H -4.92519 3.48529 2.38389 0.01 -0.03 -0.13
H 3.18027 0.07242 -0.79349 0.09 0.01 0.20
H 2.55031 -2.78243 -2.16158 -0.24 0.18 -0.19
H -3.74734 1.15799 -0.90667 0.29 0.02 -0.06
H -2.23177 -0.81163 -1.99406 0.05 0.22 0.11
H 3.78866 0.01629 2.94786 -0.25 -0.15 -0.04
H 1.02170 -1.09812 -0.18092 0.12 -0.04 0.34
H 0.21019 0.22160 -2.54021 -0.20 0.10 0.20
H 3.01969 -1.78428 -4.38367 -0.30 -0.01 0.01
H -1.21685 -1.82899 -5.27819 0.33 -0.06 0.22
H -2.50039 2.71843 2.00437 -0.18 -0.20 0.09
H -3.47420 3.14867 4.31615 0.10 -0.07 0.00
H -5.39183 1.79142 2.07900 0.10 0.09 0.09
H -0.57433 -2.70615 -0.51858 0.40 -0.22 -0.28
H -4.54519 2.70364 0.82431 -0.04 0.00 0.15
H 0.64770 4.00211 0.74889 -0.01 -0.22 0.09
H 1.61597 -4.65423 -0.27450 0.06 0.47 -0.09
H -3.74674 1.39249 4.44517 -0.03 0.12 -0.13
H 1.12961 -1.29952 -5.95924 -0.06 -0.08 0.28
H -0.45611 -4.33148 -1.18613 0.17 0.27 0.07
H 0.15005 2.83259 -1.93824 -0.15 -0.17 0.19
H 2.22301 2.11638 -0.37084 -0.20 0.06 0.28
H -2.10422 2.01135 4.24209 -0.14 0.02 -0.05
H -2.28122 3.43227 -0.95127 0.16 -0.35 0.08
H 0.70871 -1.58987 1.51645 0.41 0.11 -0.31
H 4.19387 -1.09027 0.10587 0.03 0.08 -0.09
H 0.76992 0.55331 3.43510 0.02 0.28 -0.10
H 4.26789 0.64465 0.50815 -0.13 -0.12 -0.15
H -1.65406 -2.87008 -3.04771 0.29 0.21 -0.17


(2)
15
Properties=species:S:1:pos:R:3:forces:R:3 method="wB97M-V/def2-TZVPD" e_above_lowest_kj_mol=288.3 energy_ha=-1351.6497 max_force_ev_per_a=3.7
S 2.37565 -0.60880 0.22492 -1.20 -0.09 -0.10
S -0.89902 -2.30103 -0.58804 -0.51 0.39 -0.86
S -1.33114 1.48625 -0.95290 0.24 -0.22 -0.36
C 1.44439 0.83964 -0.28522 -2.07 2.52 -1.38
C -0.34938 -0.83145 0.11530 2.09 -0.54 -0.42
C 0.05687 0.23484 -0.83899 1.05 2.11 2.46
C -0.56695 -0.64250 1.54930 -3.17 1.75 -0.87
H -1.71926 -0.50574 1.56080 1.28 -0.64 0.33
H -0.69113 2.56789 -0.44628 0.08 -0.52 -0.09
H -0.30284 -1.55041 2.02024 0.34 -0.44 1.27
H 0.25965 -0.31375 -1.70685 0.27 0.17 -1.87
H -0.30016 0.35954 1.93255 0.87 -0.97 -0.08
H 1.17783 1.65262 0.53707 0.62 -1.80 -1.31
H -0.98361 -1.87985 -1.93183 0.33 -0.39 1.50
H 1.82910 1.49276 -1.19008 -0.22 -1.35 1.78


(3)
79
Properties=species:S:1:pos:R:3:forces:R:3 method="wB97M-V/def2-TZVPD" e_above_lowest_kj_mol=0.0 energy_ha=-1992.3016 total_charge=+3 max_force_ev_per_a=0.5
Ru -0.96128 -0.49236 -0.58338 -0.51 -0.04 -0.10
S 1.24819 -0.38774 -0.75921 0.15 0.11 0.07
O -0.93693 -0.70568 1.49508 0.24 -0.11 -0.06
N 1.92089 0.63478 1.60753 0.07 -0.01 -0.04
N -2.71100 -1.91814 2.21413 -0.02 0.00 0.01
N -2.13660 -2.16435 -0.88760 0.08 0.21 0.06
N 2.77418 -1.46171 1.17846 0.07 -0.03 -0.02
C -2.15429 2.08668 0.05390 0.02 -0.02 0.06
C -2.45205 -4.07898 -2.27462 0.01 0.00 0.00
C -3.13158 3.81834 -1.42609 -0.02 0.05 0.02
C -3.55295 -1.66774 1.05211 0.01 -0.01 -0.01
C 2.94460 -2.75076 0.47618 0.06 -0.02 0.01
C 4.27631 2.73866 2.38283 0.01 -0.01 -0.03
C -2.12144 -0.54303 -4.74263 -0.01 0.02 0.04
C -0.80825 0.43260 -2.97742 -0.05 0.05 -0.01
C -3.53573 -4.46407 -1.50195 -0.02 -0.01 0.01
C -3.73606 5.30291 0.88483 -0.01 0.02 -0.02
C 5.32664 -0.87651 -0.73677 -0.03 -0.04 0.02
C 5.08434 -2.37199 -0.92678 0.01 0.01 0.04
C -0.79206 -1.67531 3.66717 -0.01 0.01 0.02
C -1.80521 1.11957 -0.88754 0.00 0.09 0.16
C -3.90682 -3.67550 -0.41972 0.06 0.02 -0.04
C -3.76038 5.03033 -1.54087 -0.01 0.03 -0.01
C 4.08091 1.26478 2.73439 -0.02 0.03 0.02
C 2.03006 -0.43473 0.84242 -0.10 0.02 0.05
C -3.30176 -0.15297 -4.07589 0.05 0.02 0.04
C -0.89165 -0.25213 -4.20445 -0.07 -0.03 -0.08
C -1.78429 -2.91865 -1.94413 0.01 -0.05 -0.07
C -3.24631 0.48706 -2.86269 -0.08 -0.02 -0.07
C -2.79209 3.31954 -0.13949 0.02 -0.03 -0.06
C 4.41148 -3.09581 0.24124 0.00 0.03 -0.04
C -3.09915 4.09361 1.01278 -0.01 0.02 -0.06
C -4.06749 5.76824 -0.38994 0.02 -0.03 0.01
C -1.49722 -1.40994 2.37524 -0.03 0.06 -0.07
C -1.99159 0.80421 -2.29634 0.27 -0.26 0.07
C 3.69150 3.17177 1.04017 0.00 0.00 0.04
C 2.62057 0.83545 2.88854 0.03 -0.02 -0.03
C -3.18581 -2.53449 -0.12474 -0.09 -0.05 0.00
H 1.46754 1.43207 1.19038 0.00 0.00 -0.01
H 3.86122 3.35613 3.18360 0.00 0.00 0.01
H 2.47215 -3.51457 1.09575 0.00 0.00 0.01
H -4.58095 -1.87001 1.34267 0.00 0.01 -0.01
H 0.07089 -1.02176 3.74854 -0.01 0.01 0.00
H 4.97614 -2.94608 1.16867 0.00 0.02 -0.01
H 3.98193 2.49201 0.23469 0.00 0.00 0.00
H 5.94569 -0.48672 -1.54362 -0.01 0.00 0.00
H 5.34903 2.93494 2.38173 0.00 0.00 -0.01
H 5.85623 -0.68020 0.19867 -0.01 0.01 0.01
H 2.40757 -2.70278 -0.46900 -0.02 0.03 0.01
H 0.01657 -0.49526 -4.74065 -0.01 0.00 0.00
H 4.58162 1.05610 3.68199 -0.01 0.00 0.00
H -3.48868 -0.61309 0.78270 0.01 0.02 0.02
H -0.45431 -2.71355 3.69389 0.00 0.00 -0.02
H -3.97550 5.89240 1.75863 -0.01 0.01 -0.01
H -2.12734 -4.65767 -3.12764 -0.01 0.00 0.00
H -4.26208 -0.36652 -4.52744 0.00 0.00 0.00
H -4.56714 6.72339 -0.49329 0.00 0.00 0.00
H 4.44354 -4.17028 0.05249 0.00 -0.01 0.01
H -4.01584 5.42290 -2.51523 -0.01 0.01 0.01
H 4.49965 -2.54381 -1.83558 -0.01 0.00 -0.01
H -2.83046 3.71961 1.99320 0.00 -0.02 -0.01
H 4.56956 0.63970 1.98046 0.03 -0.03 -0.04
H -4.75668 -3.94375 0.19325 0.00 0.00 0.00
H -2.19448 -1.04258 -5.69988 0.02 0.00 0.01
H 3.38256 -1.33764 1.97923 -0.03 -0.02 0.03
H 4.40134 -0.29327 -0.74009 -0.02 0.01 0.02
H 0.13776 0.86715 -2.68388 0.01 0.00 0.03
H 2.53726 -0.09235 3.46081 -0.01 -0.01 -0.01
H -0.94548 -2.56530 -2.52856 0.00 0.01 0.00
H 2.05699 1.59042 3.43601 -0.01 0.01 0.00
H -1.45419 -1.51744 4.51822 0.01 -0.01 0.00
H 4.04767 4.16560 0.77366 -0.01 0.00 0.00
H 2.59817 3.23824 1.06443 0.01 0.00 0.00
H -2.88081 3.25734 -2.31603 0.00 -0.02 0.02
H 6.04558 -2.85670 -1.10011 0.00 -0.01 0.01
H -4.09087 -5.36263 -1.73861 0.00 0.01 0.00
H -4.15631 0.76261 -2.34266 0.01 -0.01 0.01
H -1.88330 1.84484 1.07994 -0.01 -0.03 -0.02
H -3.09188 -2.47748 2.96394 0.01 0.01 0.01


(4)
16
Properties=species:S:1:pos:R:3:forces:R:3 method="wB97M-V/def2-TZVPD" e_above_lowest_kj_mol=183.6 energy_ha=-230.1124 total_charge=+1 max_force_ev_per_a=0.6
N 0.97996 -3.27689 1.59752 -0.59 0.09 -0.24
N -0.85861 1.89091 -0.20548 0.09 0.34 -0.34
C 0.67320 -3.02583 0.39597 0.17 -0.37 0.21
C 0.11185 0.74912 -0.19634 0.00 0.38 0.03
C -0.63531 2.85246 -1.33922 0.14 0.33 0.40
H -0.67933 2.30778 -2.27470 -0.05 0.02 -0.06
H 0.41714 -2.68703 2.21524 0.39 0.10 0.17
H 1.06575 -3.66313 -0.39171 0.22 0.17 -0.10
H -0.00442 -2.22553 0.09069 -0.20 -0.04 -0.05
H -0.06495 0.17707 0.70791 0.02 -0.26 -0.14
H 0.33355 3.32557 -1.19885 0.10 -0.20 -0.09
H -1.82287 1.56037 -0.27263 0.08 -0.16 0.18
H -0.77529 2.40568 0.67268 -0.11 -0.06 0.01
H 1.11400 1.16915 -0.18067 0.02 0.01 0.07
H -0.01505 0.18944 -1.11710 -0.11 -0.21 0.12
H -1.38324 3.63887 -1.27517 -0.15 -0.15 -0.17


(5)
117
Properties=species:S:1:pos:R:3:forces:R:3 method="wB97M-V/def2-TZVPD" energy_ha=-3443.9580 total_charge=+2 max_force_ev_per_a=1.1
Au -0.19096 0.25066 0.24502 -0.47 -0.50 -0.01
S -1.80907 6.68253 -1.59297 -0.04 0.00 -0.02
P -2.36742 -0.82206 -0.11495 0.15 0.28 0.72
P 2.09556 -0.51038 0.02746 0.00 0.86 0.63
Si -0.23835 -1.02093 2.30115 0.32 -0.69 -0.77
N 1.69672 8.35164 0.82072 -0.20 -0.08 -0.14
N -0.85311 2.34498 -0.53861 0.21 0.04 -0.33
C 0.49047 8.20377 1.36980 0.14 0.02 -0.06
C 2.73100 2.15662 0.51915 0.04 -0.05 -0.02
C -2.97822 -3.54305 0.43357 0.04 -0.05 0.08
C 3.57417 -3.32550 -2.66120 0.02 0.02 0.09
C 2.22280 -1.71951 -1.32864 -0.31 -0.01 -0.09
C 4.70713 0.71417 -0.01966 0.04 0.10 -0.16
C 3.18708 -2.45588 4.04786 -0.04 0.02 -0.02
C -0.87894 -0.23998 3.83734 -0.07 0.60 0.01
C 3.65144 -2.09561 -1.75336 -0.05 -0.19 -0.06
C 3.20743 0.92746 -0.27829 0.01 -0.03 0.09
C -5.77561 -1.45419 0.86781 0.08 0.04 0.04
C -0.98577 -1.33135 -3.96526 -0.06 -0.06 0.04
C 1.35686 -2.97257 -0.99658 0.23 -0.04 0.02
C 5.02828 3.18494 0.34445 -0.06 -0.04 -0.07
C -1.92947 -4.77327 2.21505 0.00 0.01 -0.01
C -0.46796 2.87253 -1.71105 -0.05 -0.02 0.16
C -0.44734 7.36688 -0.64891 -0.06 -0.06 -0.03
C -5.20002 -0.39332 -0.07036 -0.02 -0.01 0.02
C -1.01993 -0.86459 -2.51284 -0.12 -0.03 -0.04
C 1.54556 -1.47371 2.55701 0.03 0.07 0.35
C -5.82745 -0.93559 2.30273 0.05 -0.01 -0.04
C -1.91275 4.41718 -0.00053 0.00 0.00 -0.01
C 2.23611 -4.17558 -0.66371 0.02 0.03 -0.06
C -3.24636 -2.09509 -2.57798 0.08 -0.04 0.01
C -2.46042 -0.92564 -1.94467 0.29 0.03 -0.07
C -3.83502 0.15445 0.38504 -0.13 -0.08 -0.06
C 3.09788 -4.56256 -1.87443 -0.03 0.07 0.00
C 5.49155 1.96104 -0.43900 -0.03 -0.01 0.06
C 1.82714 8.03863 -0.46918 -0.01 0.04 0.15
C 3.53083 3.40562 0.14658 0.07 -0.07 0.02
C -0.61454 7.71891 0.67977 0.04 0.04 0.07
C -3.83469 0.53271 1.86979 -0.08 -0.09 0.01
C -2.84687 -4.70887 1.17373 0.04 0.05 0.00
C -1.14850 -3.66614 2.51371 -0.03 -0.04 -0.06
C 2.53217 -1.32252 1.58184 0.21 -0.12 -0.04
C 4.15313 -2.34378 3.05677 -0.05 0.02 -0.04
C -1.57524 3.11091 0.29320 0.09 -0.09 -0.06
C -0.76718 4.16913 -2.08078 -0.02 0.01 -0.02
C 1.89417 -2.01641 3.80014 0.05 -0.13 -0.09
C -1.48191 4.97364 -1.20043 0.03 0.04 0.01
C -2.20215 -2.42237 0.73732 -0.16 -0.08 -0.19
C -1.35349 -2.82465 -4.05954 -0.04 0.03 0.03
C -1.27457 -2.48284 1.78085 0.02 -0.14 0.19
C 3.82927 -1.77773 1.83181 0.05 -0.02 0.06
C -4.42857 -0.54814 2.77640 0.00 0.03 -0.07
C -2.30526 -3.24832 -2.92815 -0.02 0.11 -0.05
C 0.78863 7.54386 -1.24860 0.07 0.01 0.00
H -3.63688 1.06665 -0.19186 0.03 0.04 -0.04
H -1.83559 0.26007 3.70765 0.00 -0.09 0.16
H 0.66932 -2.77151 -0.16930 -0.05 0.01 -0.02
H -3.70693 -1.72049 -3.49555 -0.01 -0.02 0.00
H -5.88464 0.46054 -0.08923 -0.01 -0.02 -0.01
H 0.40032 8.48861 2.41235 0.00 -0.01 -0.02
H 2.80967 8.19148 -0.90294 -0.03 0.00 0.02
H -2.81713 0.77911 2.17809 -0.01 0.11 -0.03
H 4.55085 -3.51067 -3.10563 0.00 -0.02 -0.04
H 1.60990 -5.01714 -0.36506 0.00 0.01 0.03
H -0.45157 -3.43962 -4.02781 0.00 0.01 -0.01
H -4.07491 -2.41600 -1.95031 -0.01 0.00 0.00
H -5.14823 -0.76378 -1.09634 -0.02 0.06 0.02
H 0.11266 2.23431 -2.36792 -0.02 0.03 0.03
H 2.86561 -3.93669 0.19865 -0.02 -0.01 -0.02
H -2.97025 0.01225 -2.18369 -0.01 0.06 -0.07
H 3.95580 -5.14428 -1.53705 0.01 -0.01 0.00
H 5.08995 -0.15670 -0.55403 -0.03 0.02 0.05
H 4.85943 0.55087 1.05042 0.01 -0.03 -0.01
H 3.43896 -2.88293 5.01071 0.00 0.03 -0.04
H -3.46528 -5.56552 0.93711 0.05 0.01 -0.01
H -0.41797 -3.73725 3.31415 -0.05 0.00 -0.03
H -4.42628 1.44748 1.97815 -0.01 -0.02 0.00
H -1.02444 -1.05276 4.55789 0.03 0.03 -0.04
H 3.33844 3.64998 -0.90493 -0.02 0.02 0.02
H 5.58357 4.06932 0.03214 0.01 0.01 0.02
H -3.78870 -1.43910 2.77467 -0.03 0.04 0.03
H 2.52200 -5.21143 -2.53638 0.03 -0.02 0.00
H 1.76475 -1.18681 -2.17116 0.03 -0.04 -0.07
H -0.36443 -1.51091 -1.92240 -0.12 0.03 -0.04
H -1.88232 2.65761 1.22941 0.01 0.00 -0.04
H 1.66823 2.34019 0.34819 -0.02 -0.01 0.00
H -3.69447 -3.52198 -0.37238 -0.02 0.00 -0.01
H 4.60304 -1.68021 1.08345 -0.03 -0.01 0.05
H 0.73790 -3.21853 -1.86416 0.04 -0.02 0.02
H 3.06170 1.12391 -1.35017 0.00 0.03 -0.03
H 2.89146 -3.11058 -3.48973 0.02 0.01 0.02
H 5.16594 -2.67912 3.24055 -0.04 -0.01 0.00
H -1.73346 -3.53170 -2.03950 0.00 -0.03 0.01
H 5.23596 3.03337 1.40890 0.01 0.03 -0.01
H 1.15040 -2.11035 4.58559 0.06 0.02 -0.03
H -1.82456 -3.01534 -5.02465 0.03 -0.02 0.00
H -2.50129 4.99697 0.69789 0.04 0.00 0.00
H -1.81626 -5.68537 2.78747 -0.02 0.02 -0.02
H -0.43832 4.55491 -3.03671 0.02 0.00 0.04
H -1.69033 -0.72868 -4.54378 0.02 0.01 -0.02
H 6.55654 1.78383 -0.28548 0.00 0.01 0.00
H -0.16230 0.47517 4.24803 -0.05 -0.08 0.04
H 5.34819 2.13635 -1.51102 0.03 -0.02 0.01
H -0.00089 -1.15243 -4.39708 0.02 0.01 -0.03
H -6.48174 -0.05798 2.34793 0.00 -0.04 0.03
H -0.63450 0.15895 -2.42545 -0.03 -0.06 -0.03
H 3.18346 4.25151 0.74195 -0.01 0.01 -0.01
H -1.57708 7.63177 1.16681 0.03 0.00 -0.01
H -6.77182 -1.72973 0.52203 -0.01 -0.02 0.00
H -2.87595 -4.12845 -3.22482 0.01 0.00 0.01
H 4.11675 -1.25888 -2.27405 0.03 0.02 0.02
H 2.85637 1.94768 1.58926 -0.02 0.00 -0.02
H -5.16397 -2.36324 0.84141 -0.13 0.10 0.00
H -6.25504 -1.68861 2.96467 -0.01 0.00 0.00
H 4.27465 -2.34062 -0.88959 -0.03 0.05 -0.04
H 0.94043 7.31082 -2.29491 0.01 0.01 0.04
H -4.46296 -0.17843 3.80308 0.02 -0.01 0.00